1.
Below is a single C10H14O2Se molecule, with properties calculated with ωB97M-V/def2-TZVPD.

Each line ends with the natural charge from an NBO analysis.
CARTESIAN COORDINATES (ANGSTROEM)
C: 4.2970 -0.9089 -1.1079  -0.63
C: 3.0338 -0.1597 -0.7624  -0.07
O: 2.9199 -0.1592 0.6601  -0.54
C: 1.5884 -0.1430 1.1309  -0.07
C: 0.6989 1.0034 0.6431  -0.12
O: -0.3954 0.8827 1.5815  -0.52
C: -1.6644 0.7600 1.0901  0.18
C: -2.0713 1.1130 -0.0905  -0.38
C: -3.4349 1.2658 -0.5358  -0.14
C: -4.2715 0.4497 -1.1088  -0.25
C: -3.9498 -0.9250 -0.8766  -0.03
C: -3.7635 -1.7343 0.0144  -0.23
Se: -2.3914 -2.8563 0.7529  0.13
H: 4.1016 -2.0051 -0.8285  0.21
H: 4.6050 -0.7394 -2.1766  0.21
H: 5.1824 -0.6899 -0.4364  0.23
H: 2.0732 -0.6119 -1.1558  0.16
H: 3.1429 0.7761 -1.2107  0.16
H: 1.0399 -1.1052 0.9405  0.16
H: 1.8355 0.0285 2.1546  0.20
H: 0.3422 0.8234 -0.3824  0.18
H: 1.3396 1.8983 0.7037  0.20
H: -2.1246 0.3164 2.0873  0.21
H: -1.2898 1.5078 -0.7770  0.23
H: -3.8293 2.2555 -0.5866  0.20
H: -5.1756 0.7266 -1.4565  0.22
H: -1.8388 -1.7692 1.7332  0.09

Results
SMILES = CCOCCO/C=C/C=C\C#C[SeH]
relative energy (zero: lowest compared OMol25 entry of this formula, charge and spin) = 128.35 kcal/mol
LUMO level = 0.190 eV
calculated total energy = -80031.3556 eV

2.
Below is a 3-piece molecular cluster, C25H37IO8 overall, with properties calculated with ωB97M-V/def2-TZVPD.

Each line ends with the Mulliken charge.
CARTESIAN COORDINATES (ANGSTROEM)
C: -3.5621 -0.4563 2.0245  -0.67
C: -4.1366 0.7893 2.0210  -0.20
C: -3.2975 2.0662 2.2029  -1.04
C: -2.4697 1.9153 3.4684  0.79
C: -2.9708 2.3235 4.6296  -0.58
C: -2.1338 2.1549 5.8634  -0.08
O: -2.6231 1.8481 6.9317  -0.56
C: -0.6514 2.3428 5.6631  0.52
C: 0.1435 2.8993 6.6234  -0.80
C: 1.4897 3.0098 6.3424  -0.28
C: 2.0025 2.5556 5.1665  -0.23
I: 4.0655 2.6744 4.7343  0.08
C: 1.2046 2.0017 4.1927  -0.38
C: -0.1311 1.9173 4.4563  0.22
C: -1.0735 1.3468 3.4155  0.20
O: -0.7182 0.5189 2.6020  -0.54
H: -2.8914 -0.7211 1.2076  0.18
H: -3.7877 -1.1918 2.7963  0.31
H: -5.2100 0.9024 1.8514  0.34
H: -3.9754 2.9050 2.3653  0.49
H: -2.6456 2.2619 1.3394  0.35
H: -3.9659 2.7508 4.6919  0.44
H: -0.2888 3.2462 7.5527  0.48
H: 2.1531 3.4389 7.0846  0.36
H: 1.5976 1.6344 3.2533  0.63
C: -0.5537 -0.7886 -1.9513  -0.93
O: -1.8233 -0.4587 -2.4703  -0.35
C: -2.7576 -0.2061 -1.4342  -0.22
C: -3.9597 0.5455 -1.9630  -0.66
O: -3.7390 1.9454 -2.0913  -0.46
C: -2.9280 2.3577 -3.1844  -0.41
C: -3.6347 2.2848 -4.5215  -0.60
O: -3.6217 0.9574 -5.0193  -0.24
C: -4.5637 0.7703 -6.0508  -0.78
H: -0.6121 -1.6813 -1.3178  0.38
H: 0.1155 -0.9902 -2.7853  0.38
H: -0.1477 0.0506 -1.3742  0.36
H: -2.2852 0.3801 -0.6351  -0.05
H: -3.0832 -1.1749 -1.0286  0.61
H: -4.7612 0.4506 -1.2266  0.46
H: -4.3234 0.1144 -2.8973  0.22
H: -1.9819 1.8137 -3.2025  0.19
H: -2.6976 3.4071 -2.9871  0.40
H: -3.1094 2.9245 -5.2443  0.44
H: -4.6672 2.6369 -4.4087  0.35
H: -5.5819 0.9380 -5.6814  0.32
H: -4.4837 -0.2591 -6.3950  0.23
H: -4.3603 1.4417 -6.8931  0.31
C: 4.3424 -4.5104 -3.8349  -0.78
O: 4.2075 -4.0266 -2.5179  -0.21
C: 5.1011 -4.6664 -1.6213  -0.60
C: 5.2419 -3.8627 -0.3462  -0.37
O: 6.1481 -2.7726 -0.4601  -0.48
C: 5.6866 -1.6424 -1.1887  -0.41
C: 4.6788 -0.8053 -0.4299  -0.59
O: 3.3870 -1.3831 -0.5173  -0.25
C: 2.5077 -0.8622 0.4536  -0.94
H: 4.1419 -5.5871 -3.8796  0.32
H: 3.6177 -3.9907 -4.4589  0.23
H: 5.3472 -4.3043 -4.2218  0.32
H: 6.0862 -4.7842 -2.0886  0.35
H: 4.6924 -5.6582 -1.3833  0.43
H: 5.6784 -4.5162 0.4124  0.39
H: 4.2714 -3.5328 0.0281  0.17
H: 5.3064 -1.9322 -2.1699  0.18
H: 6.5747 -1.0277 -1.3514  0.40
H: 4.6334 0.1988 -0.8746  0.44
H: 4.9870 -0.7237 0.6194  0.33
H: 2.8676 -1.0953 1.4623  0.42
H: 1.5349 -1.3310 0.3173  0.30
H: 2.3967 0.2225 0.3343  0.36

Results
SMILES = C=CCC1=CC(=O)c2ccc(I)cc2C1=O.COCCOCCOC.COCCOCCOC
LUMO level = -0.949 eV
calculated total energy = -50998.6805 eV